10
Properties=species:S:1:pos:R:3:mulliken_charge:R:1 method="wB97M-V/def2-TZVPD" charge=0 e_above_lowest_kj_mol=289.32 smiles=Cn1cnnn1 homo_lumo_gap_ev=10.95
C -1.35548 -0.18852 0.15688 -0.6811
N 0.00292 -0.07399 -0.42904 0.2038
C 1.06771 0.94565 -0.02637 0.0586
N 2.22340 0.44807 0.06580 -0.4302
N 1.84273 -1.23056 -0.28849 -0.2719
N 0.64284 -1.24250 -0.46994 -0.0902
H -1.28077 -0.37454 1.23445 0.2979
H -1.94930 -1.00143 -0.28788 0.2629
H -1.88132 0.74662 -0.02122 0.2971
H 0.68726 1.97118 0.06580 0.3531